{"formula": "C2H22N2O9", "method": "the ωB97M-V functional and the def2-TZVPD basis", "species": ["O", "O", "O", "O", "O", "O", "O", "O", "O", "N", "N", "C", "C", "H", "H", "H", "H", "H", "H", "H", "H", "H", "H", "H", "H", "H", "H", "H", "H", "H", "H", "H", "H", "H", "H"], "coordinates": [[-1.42705, -0.76276, -3.58124], [4.37227, 1.16412, 0.55363], [3.23677, -2.63083, 1.57375], [-1.59834, -1.21632, -0.92529], [0.50407, -2.61036, -2.28892], [1.20664, 1.41376, 0.12243], [-2.95935, 0.49703, 2.01891], [1.88697, 1.48764, -2.37816], [-3.18328, -2.19289, 1.29429], [-0.50778, 1.66829, 1.66051], [-0.88790, 1.78456, -0.70391], [0.42229, 1.35276, 2.89174], [-0.01937, 1.52787, 0.43757], [-0.91049, 0.07161, -3.51203], [-0.77358, -1.39135, -3.90136], [0.45634, 2.19944, 3.51578], [2.30077, -2.83536, 1.60827], [0.05400, 0.53219, 3.38774], [1.67795, 1.75149, -1.49347], [-1.44801, 1.53286, 1.94945], [3.39561, -2.87779, 0.72132], [4.32291, 0.25901, 0.88801], [2.17478, 2.37348, -2.71783], [-3.14036, -0.26842, 1.41074], [3.63080, 1.44396, 0.08926], [-0.23967, -2.59039, -1.64011], [-3.73303, 1.14170, 2.12358], [-2.65807, -2.05669, 0.48082], [-1.18938, -0.40191, -0.59460], [1.42224, 1.15583, 2.51415], [1.01395, -1.70944, -2.41019], [-3.72418, -2.87357, 1.00881], [-1.61075, 2.35503, -0.61011], [-1.79764, -1.05172, -1.91339], [-0.27013, 1.75717, -1.58014]], "charge": 0, "smiles": "CNC(N)=O.O.O.O.O.O.O.O.O", "relative_energy_kcal_mol": 14.7, "max_force_ev_per_a": 7.4, "orbital_gap_ev": 10.516}

{"formula": "C2H22O10", "method": "the ωB97M-V functional and the def2-TZVPD basis", "species": ["O", "O", "O", "O", "O", "O", "O", "O", "O", "O", "C", "C", "H", "H", "H", "H", "H", "H", "H", "H", "H", "H", "H", "H", "H", "H", "H", "H", "H", "H", "H", "H", "H", "H"], "coordinates": [[-0.09779, -1.55916, 0.80570], [0.48696, 1.25291, 0.14426], [2.29053, 1.45724, 2.71456], [-1.94895, -1.65047, -1.81935], [-3.06925, -1.20299, 0.76881], [-1.01866, 0.38365, 3.17218], [1.72008, 1.77591, -2.38631], [-2.34605, 1.46831, 0.20293], [-0.05916, -0.05347, -3.31371], [1.65637, -1.43107, 2.97281], [1.18610, -0.50568, -2.75726], [2.18717, 0.52672, -2.93619], [-1.42699, 1.23026, 0.02490], [1.36787, -1.47536, -3.22137], [-3.39248, -0.32421, 0.63768], [-0.27166, 0.89261, 2.87318], [2.20398, 0.75331, -4.03502], [-1.03945, -1.36162, 0.88200], [-0.11782, -2.09202, -0.04522], [0.92899, -0.66425, -1.67358], [1.90906, 1.82870, 3.53970], [-1.54926, -0.97230, -2.33688], [2.27767, 0.50847, 2.97405], [-0.09775, 0.92881, -3.31378], [-1.75605, 0.47635, 2.50778], [-3.41089, -1.49363, 1.63526], [-2.62661, 2.02257, -0.50201], [-2.42815, -1.30909, -1.06428], [0.96808, 1.86900, 0.75916], [3.18676, 0.12958, -2.58775], [0.86188, -1.68258, 2.42873], [0.53153, 0.37669, 0.46582], [1.57938, 1.51366, -1.39799], [1.31457, -1.61686, 3.88116]], "charge": 0, "smiles": "OCCO.O.O.O.O.O.O.O.O", "relative_energy_kcal_mol": 0.0, "max_force_ev_per_a": 3.3, "orbital_gap_ev": 10.475}

{"formula": "C2H25O11V", "method": "the ωB97M-V functional and the def2-TZVPD basis", "species": ["V", "O", "O", "O", "O", "O", "O", "O", "O", "O", "O", "O", "C", "C", "H", "H", "H", "H", "H", "H", "H", "H", "H", "H", "H", "H", "H", "H", "H", "H", "H", "H", "H", "H", "H", "H", "H", "H", "H"], "coordinates": [[-4.36472, -22.57557, 1.38124], [-4.90508, -17.62577, 4.47831], [-5.82658, -21.27684, -3.18602], [-4.37762, -22.62161, -0.75071], [-5.01258, -16.15335, 1.50189], [-2.77966, -19.68766, 3.29907], [-4.88413, -21.93377, 3.45268], [-6.51212, -23.06658, 1.18484], [-2.57949, -18.75044, -0.23726], [-9.42635, -18.88930, 2.73855], [-9.68417, -18.40002, -1.46856], [-4.56416, -20.31813, 1.13704], [-6.72692, -19.75003, 0.05240], [-5.79333, -19.67525, 1.25252], [-6.41011, -20.25814, 1.97190], [-7.67472, -19.27222, 0.30690], [-5.04375, -22.41596, 4.27532], [-9.72963, -18.51792, 3.57500], [-6.97199, -20.79043, -0.17919], [-5.33479, -17.05921, 1.54029], [-2.03576, -18.33925, 0.44160], [-5.69295, -20.39729, -3.56010], [-3.54915, -19.76622, 2.70842], [-10.25767, -19.16836, -1.56224], [-5.75379, -18.68153, 1.70360], [-2.36199, -18.85584, 3.05060], [-5.57059, -16.93308, 4.40597], [-3.33248, -19.13909, 0.24089], [-4.93880, -18.08357, 3.63454], [-8.99667, -18.15390, 2.28905], [-4.17482, -23.24981, -1.45806], [-10.09285, -17.87951, -0.76866], [-5.70011, -15.62991, 1.92877], [-5.44084, -21.14217, 3.51299], [-6.34012, -19.25368, -0.83918], [-7.13136, -22.34591, 1.38117], [-6.92832, -23.85878, 1.55432], [-6.40447, -21.13035, -2.42861], [-4.22793, -21.74164, -1.14619]], "charge": 1, "multiplicity": 4, "relative_energy_kcal_mol": 44.3, "max_force_ev_per_a": 3.3, "orbital_gap_ev": [8.090, 8.205]}

{"formula": "C2H26O11", "method": "the ωB97M-V functional and the def2-TZVPD basis", "species": ["O", "O", "O", "O", "O", "O", "O", "O", "O", "O", "O", "C", "C", "H", "H", "H", "H", "H", "H", "H", "H", "H", "H", "H", "H", "H", "H", "H", "H", "H", "H", "H", "H", "H", "H", "H", "H", "H", "H"], "coordinates": [[-0.15352, -0.31113, -0.89590], [-2.40760, 3.44030, -2.45219], [-1.20777, 1.00417, -3.06445], [2.10091, 0.43024, -2.41939], [-3.41386, -0.40856, -0.39458], [-0.07121, -3.43586, 1.47796], [-0.45819, 3.63173, 2.74094], [-1.75037, -1.53862, 3.72082], [-0.33513, -3.09193, -1.04454], [3.78443, -1.25446, -0.90317], [3.66876, -0.20714, 2.31658], [-2.33121, 3.37751, -1.03360], [0.32109, 0.17058, 0.34627], [1.40537, 0.11867, 0.44498], [-2.61780, -0.33773, -0.92135], [-0.27876, -3.75425, -0.35190], [-1.80194, -2.36214, 4.20599], [-2.03763, 2.33819, -0.88622], [4.56779, -1.28568, -1.45236], [-1.57145, 3.85256, -0.41296], [1.42431, -0.00799, -1.90324], [-0.34158, -4.13994, 2.06736], [-1.10820, -1.70624, 3.03107], [-0.16703, -3.28152, -1.97050], [-0.80643, 0.65971, -2.26328], [3.18059, -0.68389, -1.37864], [-0.49121, 1.18236, -3.67796], [-0.08702, -0.48177, 1.11826], [2.03162, 1.35240, -2.17232], [3.63364, -0.23277, 1.36037], [-3.21600, 3.51821, -0.41275], [0.61010, -2.96745, 1.96029], [-3.10540, -0.67309, 0.47209], [-0.06755, 2.99148, 2.14620], [-1.60806, 1.84628, -2.83595], [0.09916, -2.28258, -0.76536], [0.28555, 4.13114, 3.07807], [4.42610, -0.74677, 2.54346], [-0.10456, 1.14596, 0.58198]], "charge": 1, "multiplicity": 2, "relative_energy_kcal_mol": 42.2, "max_force_ev_per_a": 3.9, "orbital_gap_ev": [9.040, 6.895]}

{"formula": "C2H29FeO15", "method": "the ωB97M-V functional and the def2-TZVPD basis", "species": ["Fe", "O", "O", "O", "O", "O", "O", "O", "O", "O", "O", "O", "O", "O", "O", "O", "C", "C", "H", "H", "H", "H", "H", "H", "H", "H", "H", "H", "H", "H", "H", "H", "H", "H", "H", "H", "H", "H", "H", "H", "H", "H", "H", "H", "H", "H", "H"], "coordinates": [[2.21333, -1.28397, -2.95246], [0.28415, -0.89435, -1.52636], [-2.24984, 1.40246, -1.32179], [1.98694, 2.05648, 3.31436], [-2.85610, 0.70977, 1.87911], [2.10991, 0.09025, -1.18256], [-0.85977, 1.41079, -3.65144], [-1.84962, -2.44443, -2.87235], [1.09072, -0.37562, -4.42893], [-1.54223, 3.92712, 2.44803], [-0.61900, 0.90243, 3.84365], [0.04143, -2.96753, 0.59703], [4.26243, 1.42002, 0.03360], [0.96509, -3.09929, -3.40072], [-1.83975, -1.80197, 2.25597], [2.75460, -2.33927, 1.63182], [0.36667, 0.43266, 0.41153], [0.95677, -0.16287, -0.84836], [2.50401, -1.46613, 1.93356], [-1.98078, 1.04416, -0.47593], [-1.18376, -1.90673, -2.44370], [0.16598, 1.50214, 0.47501], [-2.70934, -2.14645, 2.45943], [-3.12477, 1.58281, 2.16521], [1.79492, 2.97002, 3.52601], [3.69941, 2.09178, 0.41828], [3.68013, 0.91501, -0.53397], [-3.62934, 0.16304, 2.01842], [-0.44054, -0.14517, 0.86167], [0.47456, 0.26104, -4.06664], [1.93744, -2.72986, 1.32210], [2.93966, 1.99033, 3.37890], [1.28186, -3.85919, -3.88903], [0.28677, -3.45045, -2.82383], [0.97028, -0.31378, -5.37650], [-1.39697, 1.13826, 3.33830], [0.19881, -2.39701, -0.15530], [-1.14766, 1.38929, -2.73881], [-1.83381, -0.92441, 2.63817], [-0.63471, -2.51671, 1.10281], [-1.59791, 4.28559, 3.33382], [1.10860, 0.35798, 1.20655], [-1.73904, -3.31440, -2.48875], [-0.70155, 3.46991, 2.42656], [0.10149, 1.34605, 3.39609], [-1.03311, 2.30790, -3.93669], [-3.20636, 1.37231, -1.30188]], "charge": 1, "multiplicity": 5, "relative_energy_kcal_mol": 50.9, "max_force_ev_per_a": 4.9, "orbital_gap_ev": [8.182, 7.781]}

{"formula": "C2H29O13", "method": "the ωB97M-V functional and the def2-TZVPD basis", "species": ["O", "O", "O", "O", "O", "O", "O", "O", "O", "O", "O", "O", "O", "C", "C", "H", "H", "H", "H", "H", "H", "H", "H", "H", "H", "H", "H", "H", "H", "H", "H", "H", "H", "H", "H", "H", "H", "H", "H", "H", "H", "H", "H", "H"], "coordinates": [[1.39195, -1.79052, -0.43991], [-2.24805, -4.48852, -0.88291], [-2.01705, -0.76952, -2.34791], [1.53695, 3.09348, 2.67909], [-3.64605, -2.12952, -0.60791], [-0.26105, 4.03048, 0.64209], [-1.64805, 2.36648, -1.98391], [1.00495, 0.01848, -3.00991], [1.10995, 2.69948, -1.25691], [1.36095, -3.01152, 2.13709], [1.96595, 0.83548, 1.09509], [-0.15905, 0.39748, -0.73791], [2.98295, -1.03952, 2.93709], [-0.94105, 0.58148, 0.35809], [-1.01205, -0.73952, 1.04309], [1.73595, 2.30548, 2.16509], [1.10295, 0.78648, -3.57591], [-3.13705, -1.65552, -1.30591], [-1.92505, 1.01348, 0.12409], [2.36395, -1.79552, 2.95209], [1.89895, -1.71052, -1.23891], [-1.71005, -0.61452, 1.82609], [0.00295, 3.84448, 1.55409], [2.06495, 2.69748, -1.01091], [2.27895, 3.68948, 2.53909], [0.67195, -1.15252, -0.36291], [-0.39605, 1.42748, 0.86809], [1.10095, -2.51752, 1.36109], [0.28495, 3.46048, 0.09809], [-1.27505, -0.43052, -1.80491], [-1.15205, 2.03548, -1.22991], [-1.47905, -4.13252, -1.29391], [-3.19705, -1.79952, 0.15709], [1.10195, 0.55148, 0.87909], [2.43795, 0.77748, 0.29609], [0.71395, 1.83448, -0.97091], [-1.54805, -1.47052, 0.46809], [0.56895, 0.31648, -2.18491], [-0.97005, 2.91548, -2.38691], [-1.52105, -1.51152, -2.68091], [-2.76605, -3.71952, -0.61891], [-0.08405, -1.02852, 1.40409], [0.82895, -3.78952, 1.99109], [2.58095, -0.38152, 2.35809]], "charge": -1, "relative_energy_kcal_mol": 18.5, "max_force_ev_per_a": 2.9, "orbital_gap_ev": 9.243}

{"formula": "C2H29O15V", "method": "the ωB97M-V functional and the def2-TZVPD basis", "species": ["V", "O", "O", "O", "O", "O", "O", "O", "O", "O", "O", "O", "O", "O", "O", "O", "C", "C", "H", "H", "H", "H", "H", "H", "H", "H", "H", "H", "H", "H", "H", "H", "H", "H", "H", "H", "H", "H", "H", "H", "H", "H", "H", "H", "H", "H", "H"], "coordinates": [[-0.20304, -1.82968, -1.74360], [1.04096, 3.84132, 0.91940], [-3.71104, -2.29368, -0.03360], [-0.06104, 2.46332, -3.05460], [-3.47904, 0.78232, -0.23060], [3.69896, -0.76168, 0.26340], [-0.36004, -1.73268, 0.24040], [-1.74704, 2.84732, -0.44360], [2.05596, -2.44168, 1.45040], [-0.51004, -4.56968, 0.82940], [2.03696, 2.13732, -0.95460], [0.94396, -2.95068, -1.93060], [2.92796, 1.48032, 2.24240], [-1.51304, -0.02068, -1.99860], [1.39696, -0.45368, -1.65760], [-1.48104, -2.80868, -1.78160], [-0.75704, -0.85568, 1.30840], [0.06096, 0.32532, 1.18640], [2.97896, 0.71132, 2.77940], [-2.41504, 0.15932, -2.32060], [0.13896, 1.01732, 2.03540], [-0.41204, 2.31732, -2.15760], [-0.22704, 0.95932, 0.36640], [3.26896, -1.09168, -0.54760], [-0.01704, -4.62768, 1.63840], [-2.85104, -2.20468, 0.29640], [-2.38704, 2.21132, -0.11160], [0.65296, 3.10832, -2.90760], [1.70596, 0.12632, -0.98560], [-3.91304, 0.98832, -1.07660], [3.32396, -1.40168, 0.84940], [-4.03004, -2.95568, 0.58840], [-1.61904, 0.48732, -1.18160], [-0.71604, -3.64468, 0.76440], [-3.47704, -0.15768, -0.15260], [-1.80204, -0.71168, 1.21540], [2.15096, -2.74668, 2.35440], [2.07996, 1.47032, 1.81440], [1.10896, -2.16868, 1.30240], [1.25096, 4.78232, 1.05040], [0.10696, 3.63132, 0.76740], [1.72896, -0.07468, -2.46860], [-0.51604, -1.47368, 2.18740], [1.81696, 2.67532, -0.18660], [-2.30504, 3.50332, -0.85760], [2.91396, 1.81232, -0.72260], [1.11996, 0.13932, 1.05540]], "charge": 0, "relative_energy_kcal_mol": 0.0, "max_force_ev_per_a": 6.3, "orbital_gap_ev": 8.815}

{"formula": "C2H2AgFLiO2", "method": "the ωB97M-V functional and the def2-TZVPD basis", "species": ["Ag", "F", "O", "O", "C", "C", "Li", "H", "H"], "coordinates": [[1.73896, 1.75562, -0.46559], [-1.93405, 0.78182, 0.10703], [-0.04112, -0.40384, 1.31003], [1.18604, -0.96242, 1.08590], [-0.72341, 0.78685, -0.60833], [-0.77830, 1.84334, -1.49247], [0.51240, -1.30063, -0.93776], [-0.23746, 1.80898, -2.44338], [-1.60778, 2.55932, -1.48228]], "charge": 0, "multiplicity": 2, "relative_energy_kcal_mol": 153.6, "max_force_ev_per_a": 2.4, "orbital_gap_ev": [5.554, 4.895]}